Here is a structure of composition C33H35F6N3O7P5STeV from the Open Molecules 2025 dataset. Energies are from ωB97M-V with the def2-TZVPD basis set.

XYZ file:
```
92
C33H35F6N3O7P5STeV (ωB97M-V with the def2-TZVPD basis set)
V -0.0734 2.3796 0.1068
C -2.3259 6.0179 2.1578
C -1.0891 5.1654 1.9112
O -0.0941 5.5389 2.8556
P -0.5018 5.3049 0.1870
O -0.2009 6.8073 -0.1356
O -1.7662 5.0064 -0.7065
O 0.6527 4.3707 0.0051
P -1.3630 3.3439 2.1372
O -2.2777 3.1762 3.4141
O -2.0471 2.7595 0.9046
O 0.0169 2.7310 2.2432
H -2.1398 7.0516 1.8686
H -2.5606 6.0007 3.2218
H -3.1860 5.6453 1.6032
H 0.6805 4.9722 2.7174
H 0.2747 6.9592 -0.9672
H -2.2100 4.1649 -0.4900
H -1.9971 3.6985 4.1810
Te 2.7962 -2.3568 -0.0066
C 2.3477 -3.9386 1.3129
C 3.1365 -4.1452 2.4368
C 2.8076 -5.1841 3.2993
N 1.7654 -5.9880 3.1208
C 1.0210 -5.7855 2.0377
C 1.2724 -4.7913 1.1030
C 0.9149 -1.4222 -0.0444
P 0.0073 -1.7024 -1.4125
C -0.0824 -3.3892 -2.0325
C -1.1995 -4.1561 -1.6925
C -1.2705 -5.4857 -2.0795
C -0.2331 -6.0534 -2.8060
C 0.8759 -5.2929 -3.1537
C 0.9543 -3.9643 -2.7699
C -1.6542 -1.0383 -1.2674
C -2.3431 -1.3411 -0.0878
C -3.6151 -0.8373 0.1161
C -4.2046 -0.0256 -0.8447
C -3.5231 0.2779 -2.0131
C -2.2506 -0.2308 -2.2273
P 0.5712 0.1031 0.8618
C 0.0617 -0.4935 2.4964
C 0.8628 -1.3629 3.2342
C 0.4069 -1.8929 4.4295
C -0.8571 -1.5571 4.8991
C -1.6586 -0.6892 4.1724
C -1.1997 -0.1574 2.9753
C 2.1654 0.9536 1.0020
C 2.8671 1.1795 2.1823
C 4.0013 1.9747 2.1624
C 4.4290 2.5711 0.9810
C 3.7175 2.3794 -0.1919
C 2.5881 1.5704 -0.1808
H 3.9881 -3.5128 2.6555
H 3.4096 -5.3657 4.1833
H 0.1791 -6.4568 1.9034
H 0.6312 -4.6929 0.2364
H -2.0139 -3.7211 -1.1283
H -2.1362 -6.0761 -1.8117
H -0.2892 -7.0917 -3.1050
H 1.6863 -5.7368 -3.7159
H 1.8306 -3.3818 -3.0219
H -1.8749 -1.9488 0.6781
H -4.1392 -1.0652 1.0348
H -5.1916 0.3831 -0.6735
H -3.9647 0.9334 -2.7519
H -1.7163 0.0658 -3.1153
H 1.8444 -1.6356 2.8739
H 1.0348 -2.5731 4.9909
H -1.2141 -1.9725 5.8324
H -2.6430 -0.4229 4.5353
H -1.8374 0.5038 2.4034
H 2.5180 0.7513 3.1121
H 4.5532 2.1428 3.0781
H 5.3116 3.1968 0.9815
H 4.0280 2.8587 -1.1108
H 2.0480 1.4163 -1.1159
F -0.6050 2.5269 -1.9618
P -0.1447 3.1557 -3.5236
F 1.2915 2.4301 -3.3032
F -1.6014 3.7833 -3.6222
F 0.4080 4.4636 -2.8039
F -0.7136 1.7719 -4.1494
F 0.2869 3.6661 -4.9575
N -0.4985 -1.8451 -4.8905
C 0.3688 -0.8889 -4.6116
N 0.8275 -0.0925 -5.5625
S 1.0194 -0.6095 -3.0241
H -0.9020 -1.9364 -5.8095
H -0.7983 -2.4922 -4.1767
H 0.4292 -0.1015 -6.4892
H 1.3191 0.7485 -5.2912
```

Output
Net charge: +1
Lowest unoccupied orbital energy (spin up / spin down) in eV: -2.62 / -2.62
ΔE to the lowest compared entry with this formula, charge and spin in eV: 0.744
Multiplicity: 4
E_HOMO (spin up / spin down) in eV: -10.3 / -10.4
Gap between HOMO and LUMO (spin up / spin down) in eV: 7.64 / 7.79

=====

Here is a structure of composition C33H35GeN3OPRuS2Se2 from the Open Molecules 2025 dataset. Energies are from ωB97M-V with the def2-TZVPD basis set.

XYZ file:
```
79
C33H35GeN3OPRuS2Se2 (ωB97M-V with the def2-TZVPD basis set)
Ru -0.3444 -0.3739 -0.4663
Se -1.1869 -0.1907 1.6461
P 1.8800 -2.1036 0.5268
Se 0.6818 -3.1520 -0.9030
C 3.6369 -2.5883 0.4910
C 4.4637 -2.3163 1.5814
C 5.8135 -2.6269 1.5272
C 6.3465 -3.2152 0.3855
C 5.5270 -3.4932 -0.6975
C 4.1734 -3.1810 -0.6450
C 1.4120 -2.5533 2.2227
C 1.1935 -3.9084 2.4716
C 0.9084 -4.3445 3.7557
C 0.8361 -3.4329 4.8024
C 1.0488 -2.0855 4.5590
C 1.3362 -1.6488 3.2713
H 4.0511 -1.8738 2.4815
H 6.4494 -2.4172 2.3779
H 7.3999 -3.4627 0.3464
H 5.9377 -3.9587 -1.5845
H 3.5219 -3.4026 -1.4827
H 1.2281 -4.6151 1.6514
H 0.7342 -5.3970 3.9390
H 0.6057 -3.7734 5.8043
H 0.9798 -1.3671 5.3664
H 1.4819 -0.5989 3.0846
N -3.3508 -1.0246 -3.2856
C -4.1276 -1.6113 -2.2877
C -5.4202 -2.0945 -2.2944
C -5.9140 -2.6230 -1.1013
C -5.1242 -2.6608 0.0434
C -3.8197 -2.1707 0.0447
C -3.3241 -1.6336 -1.1337
N -2.0965 -1.0648 -1.4195
C -2.1159 -0.7218 -2.7496
C -1.0218 -0.1568 -3.3896
C -0.8296 0.3149 -4.6979
S 0.7679 0.9648 -4.8408
C 1.0810 0.5938 -3.2039
N 0.1097 0.0287 -2.5722
H -3.6198 -0.8780 -4.2401
H -6.0282 -2.0684 -3.1905
H -6.9224 -3.0138 -1.0703
H -5.5303 -3.0865 0.9523
H -3.1983 -2.2063 0.9297
H -1.4886 0.2620 -5.5470
H 2.0344 0.8185 -2.7466
C 1.8494 2.7085 -0.1707
Ge 2.5866 1.2086 0.8437
C 4.5004 1.0916 0.4577
C 2.3806 1.6235 2.7387
C 1.7207 -0.3899 0.0738
H 2.0204 3.6519 0.3526
H 0.7767 2.5793 -0.3141
H 2.3223 2.7788 -1.1529
H 4.9661 2.0728 0.5760
H 4.6596 0.7559 -0.5691
H 4.9975 0.3871 1.1250
H 2.8413 2.6018 2.8945
H 2.8911 0.9029 3.3780
H 1.3309 1.6907 3.0281
H 2.2173 -0.4513 -0.9057
C -3.9587 1.7799 -0.3263
S -2.7074 2.3385 -1.4790
O -1.3937 1.8830 -0.9118
C -2.7985 4.0747 -1.0807
C -1.9718 4.5805 -0.0909
C -2.0492 5.9309 0.2188
C -2.9407 6.7533 -0.4585
C -3.7541 6.2336 -1.4574
C -3.6795 4.8853 -1.7799
H -3.6006 2.0084 0.6783
H -4.0864 0.7062 -0.4534
H -4.8872 2.3077 -0.5472
H -1.2748 3.9196 0.4098
H -1.4093 6.3427 0.9888
H -2.9957 7.8065 -0.2135
H -4.4371 6.8797 -1.9934
H -4.2937 4.4709 -2.5720
```

Output
Lowest unoccupied orbital energy (spin up / spin down) in eV: 0.44 / -0.81
ΔE to the lowest compared entry with this formula, charge and spin in eV: 0.000
Multiplicity: 6
E_HOMO (spin up / spin down) in eV: -4.7 / -7.6
Gap between HOMO and LUMO (spin up / spin down) in eV: 5.16 / 6.77

=====

Here is a cluster of 2 separate species, C33H35N4S in total in a non-equilibrium geometry from the Open Molecules 2025 dataset. Energies are from ωB97M-V with the def2-TZVPD basis set.

XYZ file:
```
73
C33H35N4S (ωB97M-V with the def2-TZVPD basis set)
C -3.8799 -2.9985 3.7889
N -3.2278 -2.5866 2.5618
C -2.2104 -3.2652 1.9548
C -1.7999 -2.5615 0.7897
C -0.6985 -2.7936 -0.0741
C -0.6523 -2.5631 -1.4595
C -1.6372 -2.0835 -2.3673
N -1.0716 -1.9024 -3.5959
C -1.7564 -1.3878 -4.7648
C 0.2790 -2.2728 -3.5648
C 0.5597 -2.7411 -2.2635
C 1.8615 -3.0906 -1.9345
C 2.8749 -2.8176 -2.8683
C 2.5861 -2.2445 -4.1197
C 1.2600 -2.0129 -4.5129
C -2.6434 -1.3753 0.7349
C -3.5147 -1.4117 1.8559
C -4.2393 -0.3066 2.2912
C -4.0521 0.8933 1.5847
C -3.1939 0.9446 0.4738
C -2.4760 -0.1836 0.0515
H -4.5493 -2.2013 4.1241
H -4.4622 -3.9168 3.6365
H -3.1331 -3.2025 4.5679
H -1.8615 -4.2290 2.3180
H 0.1750 -3.2901 0.3606
H -2.6972 -1.9042 -2.1895
H -1.0247 -1.2208 -5.5597
H -2.5228 -2.0914 -5.1174
H -2.2437 -0.4406 -4.5027
H 2.0455 -3.5836 -0.9793
H 3.9136 -3.0431 -2.6237
H 3.4023 -1.9458 -4.7766
H 1.0001 -1.5886 -5.4803
H -4.8852 -0.3694 3.1662
H -4.5467 1.8089 1.9188
H -3.0696 1.8801 -0.0725
H -1.7856 -0.1663 -0.7912
C 1.4356 0.6676 4.4467
C 1.1345 0.1803 3.0290
C 2.2938 -0.6839 2.5369
C -0.1761 -0.5963 3.0070
C 0.9130 1.3688 2.0683
C 2.0245 2.3955 2.1222
C 1.9205 3.4565 1.0612
N 1.4880 2.8693 -0.2045
C 1.7168 3.5092 -1.4252
C 1.2992 2.7399 -2.5109
C 1.4780 3.2372 -3.8051
C 2.1812 4.4373 -3.9927
C 2.6183 5.1767 -2.8816
C 2.3290 4.7506 -1.5805
S 0.6031 1.2231 -1.9739
C 0.9201 1.6251 -0.2695
N 0.6586 0.8425 0.7242
H 0.6635 1.3648 4.7971
H 1.4806 -0.1674 5.1613
H 2.4040 1.1804 4.4906
H 2.1740 -0.8678 1.4644
H 3.2462 -0.1671 2.6992
H 2.3299 -1.6508 3.0578
H -0.4871 -0.7303 1.9651
H -0.0969 -1.5901 3.4737
H -0.9761 -0.0320 3.5113
H -0.0026 1.8603 2.4558
H 2.0197 2.8686 3.1123
H 2.9927 1.8901 2.0209
H 1.1960 4.2241 1.3608
H 2.8963 3.9266 0.9131
H 1.0631 2.6853 -4.6402
H 2.3828 4.8080 -5.0021
H 3.1800 6.0983 -3.0407
H 2.5729 5.3650 -0.7132
```

Output
Net charge: +1
Lowest unoccupied orbital energy in eV: -4.32
ΔE to the lowest compared entry with this formula, charge and spin in eV: 0.000
E_HOMO in eV: -9.8
Gap between HOMO and LUMO in eV: 5.50

=====

Here is a structure of composition C33H35N5O2RbSTe from the Open Molecules 2025 dataset. Energies are from ωB97M-V with the def2-TZVPD basis set.

XYZ file:
```
78
C33H35N5O2RbSTe (ωB97M-V with the def2-TZVPD basis set)
Rb 0.5854 -0.0817 -1.9111
C 2.7352 -3.2939 -3.7131
C 2.9658 -2.4053 -2.5204
C 2.5504 -2.7958 -1.2523
C 2.8180 -2.0137 -0.1261
C 2.3903 -2.4726 1.2420
C 3.4926 -0.8113 -0.2952
C 3.9044 -0.3806 -1.5571
C 4.6500 0.9181 -1.7031
C 3.6326 -1.1850 -2.6587
H 1.8287 -3.8881 -3.5981
H 3.5683 -3.9887 -3.8350
H 2.6559 -2.7165 -4.6341
H 2.0292 -3.7401 -1.1291
H 1.3087 -2.6174 1.2955
H 2.6827 -1.7540 2.0068
H 2.8499 -3.4305 1.4919
H 3.6968 -0.1904 0.5703
H 5.6873 0.8020 -1.3831
H 4.2012 1.6953 -1.0825
H 4.6576 1.2608 -2.7378
H 3.9592 -0.8678 -3.6441
C -4.2110 2.7548 -2.2879
O -3.0157 2.0201 -2.5527
C -3.0432 0.6852 -2.7118
O -1.9992 0.0888 -2.8622
N -4.2696 0.1014 -2.7167
N -4.3528 -1.2903 -2.7462
H -3.8985 3.7851 -2.1514
H -4.6914 2.4051 -1.3721
H -4.8992 2.7061 -3.1343
H -5.0959 0.6408 -2.5256
H -4.8399 -1.5963 -3.5785
H -4.8305 -1.6282 -1.9201
N 1.5959 3.8187 1.1201
C 1.2464 3.0275 2.1991
C 1.0427 3.3061 3.5463
C 0.6963 2.2382 4.3507
C 0.5612 0.9390 3.8333
C 0.7644 0.6722 2.4954
C 1.1064 1.7414 1.6673
N 1.3481 1.7625 0.3007
C 1.6324 3.0071 0.0211
C 1.9734 3.5033 -1.3128
C 2.5931 4.6856 -1.5885
S 2.8132 4.8489 -3.2705
C 2.0674 3.3276 -3.4955
N 1.6800 2.7296 -2.4110
H 1.7267 4.8146 1.1282
H 1.1546 4.3028 3.9518
H 0.5301 2.4043 5.4065
H 0.2969 0.1309 4.5026
H 0.6646 -0.3321 2.1013
H 2.9487 5.4373 -0.9033
H 1.9357 2.9128 -4.4845
Te -1.9926 -2.4396 -0.3332
C -1.3327 -3.1241 1.5546
C -0.8189 -4.4168 1.6155
C -0.2933 -4.9047 2.8029
C -0.2826 -4.1092 3.9401
C -0.8084 -2.8270 3.8837
C -1.3294 -2.3304 2.6952
C -2.9292 -0.6921 0.3862
C -4.2922 -0.6867 0.6725
C -4.9060 0.4684 1.1399
C -4.1599 1.6241 1.3352
C -2.7968 1.6201 1.0708
C -2.1885 0.4657 0.5988
H -0.8302 -5.0555 0.7389
H 0.1018 -5.9115 2.8405
H 0.1249 -4.4902 4.8670
H -0.8222 -2.2079 4.7721
H -1.7359 -1.3265 2.6686
H -4.8718 -1.5955 0.5574
H -5.9638 0.4605 1.3703
H -4.6383 2.5197 1.7105
H -2.1979 2.5044 1.2514
H -1.1177 0.4610 0.4362
```

Output
Net charge: +1
Lowest unoccupied orbital energy in eV: -2.07
ΔE to the lowest compared entry with this formula, charge and spin in eV: 0.274
E_HOMO in eV: -10.1
Gap between HOMO and LUMO in eV: 7.99

=====

no.,molar mass (g mol⁻¹)
1,1065.13
2,916.37
3,519.74
4,778.81